[1]
ORCA calculation (ωB97M-V with the def2-TZVPD basis set) on a single C22H25NO3S molecule.

Properties
**Structure (SMILES)**: CCC(=O)N(CC[C@@H](c1ccco1)c1ccccc1OC)Cc1cccs1
**Highest occupied orbital energy**: -8.369 eV
**Spin multiplicity**: 1
**Relative energy (zero: lowest compared OMol25 entry of this formula, charge and spin)**: 45.01 kcal per mole
**Kohn-Sham gap**: 9.1 eV

Each line ends with the Mulliken charge.
Atoms and positions in Å:
C1 -0.648 3.931 1.875  -1.214
C2 -0.725 2.606 2.636  -0.080
C3 0.675 2.114 2.961  0.805
O1 1.225 2.445 3.995  -0.707
N1 1.306 1.339 2.040  0.381
C4 0.723 0.878 0.799  -0.831
C5 -0.121 -0.394 0.975  -1.281
C6 -1.016 -0.717 -0.236  1.381
C7 -1.786 0.500 -0.654  -0.109
C8 -1.561 1.431 -1.627  -0.283
C9 -2.605 2.382 -1.514  -0.855
C10 -3.380 1.963 -0.480  -0.715
O2 -2.890 0.827 0.047  -0.457
C11 -0.315 -1.324 -1.429  0.112
C12 1.045 -1.562 -1.498  0.016
C13 1.621 -2.125 -2.627  -1.036
C14 0.830 -2.460 -3.706  -0.719
C15 -0.539 -2.255 -3.654  -0.680
C16 -1.119 -1.700 -2.522  0.389
O3 -2.458 -1.495 -2.368  -0.277
C17 -3.319 -1.801 -3.436  -1.043
C18 2.675 0.924 2.313  -1.299
C19 2.834 -0.557 2.331  0.633
C20 3.474 -1.342 1.420  -0.505
C21 3.402 -2.720 1.727  -0.391
C22 2.706 -2.960 2.865  -0.504
S1 2.130 -1.512 3.595  -0.151
H1 -1.649 4.318 1.698  0.329
H2 -0.154 3.809 0.913  0.277
H3 -0.090 4.660 2.457  0.383
H4 -1.221 2.779 3.592  0.452
H5 -1.305 1.877 2.074  -0.035
H6 0.102 1.666 0.371  0.098
H7 1.541 0.697 0.098  0.388
H8 -0.768 -0.255 1.844  0.564
H9 0.517 -1.252 1.184  0.176
H10 -1.760 -1.450 0.102  0.552
H11 -0.759 1.431 -2.337  0.718
H12 -2.750 3.254 -2.120  0.481
H13 -4.269 2.366 -0.038  0.571
H14 1.681 -1.323 -0.662  0.083
H15 2.686 -2.299 -2.657  0.442
H16 1.268 -2.893 -4.593  0.382
H17 -1.145 -2.538 -4.500  0.443
H18 -4.317 -1.531 -3.093  0.255
H19 -3.076 -1.217 -4.329  0.414
H20 -3.298 -2.868 -3.680  0.339
H21 2.930 1.353 3.287  0.470
H22 3.340 1.346 1.549  0.322
H23 3.992 -0.950 0.563  0.449
H24 3.847 -3.491 1.122  0.413
H25 2.493 -3.903 3.329  0.454

---

[2]
ORCA calculation (ωB97M-V with the def2-TZVPD basis set) on a molecular structure, C22H26AsN6OReS6 at a distorted geometry.

Properties
**Highest occupied orbital energy (alpha / beta)**: -13.630 / -13.629 eV
**Spin multiplicity**: 1
**Kohn-Sham gap (alpha / beta)**: 5.0 / 5.0 eV
**Net charge**: +2

Each line ends with the Mulliken charge.
Atoms and positions in Å:
Re1 -0.451 -0.374 0.464  0.354
C1 -2.859 2.304 -2.115  -1.502
C2 -2.342 1.641 -0.879  1.454
N1 -1.434 0.663 -1.048  0.427
N2 -1.090 0.532 -2.346  -0.580
C3 -0.699 -0.404 -3.088  0.010
S1 -0.538 -2.168 -2.662  0.026
S2 -0.644 -0.071 -4.807  0.022
C4 1.019 -0.622 -5.349  -0.666
C5 2.023 0.504 -5.256  0.571
C6 2.818 0.812 -6.355  -0.621
C7 3.742 1.845 -6.289  -0.639
C8 3.899 2.578 -5.123  -0.545
C9 3.109 2.284 -4.022  -0.838
C10 2.167 1.267 -4.098  0.402
C11 -2.876 2.000 0.399  0.314
C12 -3.631 3.184 0.558  -0.992
C13 -4.292 3.467 1.723  -0.951
C14 -4.254 2.559 2.786  -0.578
C15 -3.502 1.413 2.682  -0.439
C16 -2.774 1.135 1.522  0.810
O1 -2.009 0.051 1.497  -0.575
H1 -3.244 1.547 -2.799  0.345
H2 -2.036 2.798 -2.635  0.362
H3 -3.649 3.015 -1.921  0.474
H4 0.896 -0.919 -6.389  0.435
H5 1.287 -1.503 -4.765  0.203
H6 2.714 0.241 -7.270  0.380
H7 4.344 2.082 -7.156  0.396
H8 4.619 3.384 -5.079  0.409
H9 3.201 2.864 -3.110  0.438
H10 1.501 1.109 -3.264  0.288
H11 -3.661 3.915 -0.235  0.413
H12 -4.851 4.388 1.813  0.438
H13 -4.792 2.767 3.701  0.441
H14 -3.445 0.712 3.505  0.478
S3 3.101 -1.800 -2.340  -0.025
As1 3.529 -0.645 -0.490  0.521
S4 1.598 0.535 -0.004  -0.186
S5 -0.145 -2.303 -0.690  -0.066
S6 3.022 -2.789 -0.504  -0.048
C17 0.258 -0.335 3.426  -0.629
N3 0.560 -0.922 4.704  0.068
C18 1.838 -1.634 4.619  -0.755
N4 1.758 -2.698 3.615  0.148
C19 1.465 -2.127 2.334  -0.706
N5 0.158 -1.372 2.334  1.039
C20 -0.890 -2.385 2.782  -0.579
N6 -0.569 -2.942 4.060  0.126
C21 -0.486 -1.884 5.068  -0.707
C22 0.710 -3.650 3.995  -0.691
H15 1.045 0.376 3.158  0.352
H16 -0.694 0.195 3.494  0.215
H17 2.081 -2.066 5.589  0.340
H18 2.625 -0.932 4.337  0.320
H19 1.403 -2.917 1.586  0.297
H20 2.261 -1.426 2.073  0.155
H21 -0.935 -3.178 2.033  0.391
H22 -1.855 -1.881 2.836  0.138
H23 -0.251 -2.324 6.035  0.335
H24 -1.447 -1.370 5.136  0.330
H25 0.651 -4.451 3.257  0.315
H26 0.942 -4.075 4.969  0.332

---

[3]
ORCA calculation (ωB97M-V with the def2-TZVPD basis set) on a molecular structure, C22H26BaN2O13 at a distorted geometry.

Properties
**Highest occupied orbital energy**: -3.015 eV
**Spin multiplicity**: 1
**Relative energy (zero: lowest compared OMol25 entry of this formula, charge and spin)**: 81.04 kcal per mole
**Kohn-Sham gap**: 7.2 eV
**Net charge**: -2

Each line ends with the Mulliken charge.
Atoms and positions in Å:
Ba1 -0.510 -0.105 -0.078  3.196
O1 -0.046 3.715 0.074  -0.819
C1 -0.875 2.837 -0.203  0.148
O2 -0.766 1.907 -1.051  -0.918
C2 -2.249 2.884 0.542  -0.126
C3 -3.253 1.946 -0.140  0.039
C4 -4.658 2.137 0.470  -0.987
C5 -4.504 1.380 1.814  -1.043
C6 -3.019 0.975 1.752  -0.021
O3 -2.869 0.666 0.364  -0.845
C7 -2.161 2.246 1.961  0.337
C8 -0.709 1.953 2.409  -0.778
O4 -0.278 2.564 3.398  -0.878
O5 -0.083 1.075 1.736  0.033
H1 -2.584 3.920 0.577  0.377
H2 -3.204 1.960 -1.224  0.754
H3 -5.423 1.682 -0.161  0.350
H4 -4.901 3.193 0.596  0.336
H5 -5.130 0.487 1.842  0.355
H6 -4.733 1.993 2.685  0.386
H7 -2.735 0.121 2.364  0.541
H8 -2.597 2.884 2.728  0.573
O6 1.461 0.243 -2.676  -0.420
C9 1.048 -0.092 -3.760  -0.409
C10 0.202 -1.249 -4.062  0.933
C11 0.213 -1.760 -5.339  -0.344
C12 -0.420 -2.964 -5.643  -0.337
C13 -1.060 -3.692 -4.609  -0.299
C14 -1.133 -3.185 -3.353  -0.706
C15 -0.558 -1.903 -3.007  -0.605
O7 -0.718 -1.393 -1.879  -0.691
N1 -0.378 -3.481 -6.956  0.956
O8 0.218 -2.850 -7.835  -0.684
O9 -0.929 -4.558 -7.197  -0.683
H9 1.364 0.470 -4.672  0.175
H10 0.740 -1.249 -6.136  0.461
H11 -1.484 -4.655 -4.860  0.452
H12 -1.620 -3.725 -2.550  0.458
C16 1.373 -1.495 3.178  -1.642
C17 1.012 -2.310 1.934  2.012
C18 1.776 -3.631 1.938  -1.910
O10 1.312 -1.576 0.738  -0.455
C19 -0.533 -2.578 1.991  0.094
O11 -1.249 -1.835 1.264  -0.718
O12 -0.904 -3.466 2.774  -0.821
H13 2.455 -1.342 3.232  0.356
H14 1.042 -2.025 4.071  0.426
H15 0.872 -0.527 3.139  0.131
H16 2.854 -3.447 1.989  0.417
H17 1.559 -4.193 1.028  0.357
H18 1.464 -4.217 2.802  0.374
H19 2.210 -1.196 0.847  0.151
C20 2.898 3.287 2.154  -0.535
N2 3.692 2.144 1.742  0.203
C21 5.120 2.307 1.609  -1.067
C22 3.111 0.967 1.465  1.453
O13 3.723 -0.048 1.127  -0.827
H20 2.988 4.098 1.427  0.302
H21 3.237 3.646 3.131  0.301
H22 1.846 3.008 2.224  -0.093
H23 5.337 3.299 1.211  0.348
H24 5.496 1.544 0.930  0.320
H25 5.630 2.193 2.572  0.281
H26 2.021 1.016 1.563  -0.728